88
Properties=species:S:1:pos:R:3:mulliken_charge:R:1 method="wB97M-V/def2-TZVPD" lumo_energy_ev=-5.59 relative_energy_ev=2.316 charge=+2 homo_energy_ha=-0.465 orbital_gap_ev=7.07
Al 0.98 0.15 0.59 0.28
F 5.05 -0.53 -0.22 -0.07
C 5.12 0.41 0.70 0.40
F 5.64 1.51 0.22 -0.17
F 5.76 -0.01 1.76 -0.16
S 3.36 0.76 1.18 1.37
O 2.69 -0.49 1.63 -0.51
O 2.62 1.18 -0.04 -0.46
N 3.43 1.84 2.29 -0.66
S 1.98 2.11 2.92 1.14
O 1.74 3.46 3.26 -0.58
O 0.96 1.50 1.99 -0.52
C 1.86 1.04 4.46 0.73
F 1.21 -0.07 4.16 -0.18
F 1.20 1.73 5.36 -0.18
F 3.07 0.75 4.88 -0.20
C -0.18 -3.24 -4.84 -1.89
C 0.58 -4.24 -3.97 2.58
C 0.87 -5.52 -4.79 -1.82
C -0.35 -4.58 -2.78 -1.62
Si 2.25 -3.63 -3.42 -2.18
Br 1.31 -1.60 -0.90 0.35
C 3.07 -2.24 -4.37 2.70
C 3.35 -2.82 -5.78 -1.74
C 4.40 -1.79 -3.74 -2.07
C 2.18 -0.98 -4.50 -1.66
C 3.29 -4.71 -2.30 2.73
C 2.44 -5.72 -1.50 -1.98
C 4.22 -5.47 -3.27 -1.74
C 4.14 -3.95 -1.26 -1.89
H -1.10 -3.71 -5.17 0.61
H 0.38 -2.95 -5.74 0.35
H -0.45 -2.34 -4.29 0.30
H -0.09 -5.92 -5.13 0.51
H 1.37 -6.30 -4.22 0.35
H 1.47 -5.31 -5.68 0.37
H -1.34 -4.80 -3.18 0.48
H -0.46 -3.75 -2.08 0.27
H -0.02 -5.46 -2.23 0.38
H 4.03 -3.68 -5.74 0.38
H 3.82 -2.05 -6.38 0.52
H 2.44 -3.13 -6.30 0.34
H 5.13 -2.60 -3.70 0.39
H 4.25 -1.38 -2.74 0.34
H 4.82 -1.00 -4.37 0.63
H 1.30 -1.14 -5.11 0.36
H 2.78 -0.20 -4.98 0.54
H 1.86 -0.60 -3.53 0.27
H 1.91 -6.42 -2.15 0.39
H 1.73 -5.23 -0.85 0.36
H 3.12 -6.31 -0.88 0.61
H 3.68 -6.07 -4.01 0.37
H 4.83 -6.17 -2.68 0.52
H 4.90 -4.81 -3.80 0.33
H 3.53 -3.39 -0.56 0.36
H 4.86 -3.28 -1.72 0.40
H 4.71 -4.70 -0.70 0.55
C -2.39 2.81 -2.61 -0.59
N -1.97 1.73 -1.70 0.40
C -1.33 1.81 -0.58 1.05
S -1.27 0.34 0.41 -0.40
N -0.74 2.90 -0.07 -0.10
C -0.60 4.24 -0.64 -1.09
H -3.08 2.35 -3.31 -0.04
H -1.55 3.22 -3.17 0.29
H -2.90 3.60 -2.08 0.37
H -2.28 0.79 -2.01 -0.49
H -0.41 2.78 0.87 0.17
H -0.10 4.21 -1.60 0.36
H 0.01 4.81 0.05 0.38
H -1.56 4.75 -0.74 0.35
C -7.18 -2.65 -4.92 -1.41
C -6.29 -1.48 -4.66 0.85
C -6.50 -0.21 -5.11 -0.99
C -5.57 0.78 -4.74 1.04
N -4.50 0.53 -4.00 -0.23
C -4.27 -0.73 -3.58 -0.24
S -2.93 -1.17 -2.65 -0.41
N -5.18 -1.69 -3.91 0.02
C -5.76 2.20 -5.18 -1.27
H -7.99 -2.36 -5.59 0.35
H -7.60 -3.02 -3.99 0.36
H -6.61 -3.46 -5.38 0.37
H -7.36 0.02 -5.71 0.37
H -5.00 -2.62 -3.53 0.27
H -6.65 2.32 -5.79 0.37
H -4.89 2.53 -5.73 0.31
H -5.86 2.84 -4.30 0.30

=====

82
Properties=species:S:1:pos:R:3:mulliken_charge:R:1 method="wB97M-V/def2-TZVPD" lumo_energy_ev=2.53 relative_energy_ev=0.274 charge=-1 homo_energy_ha=-0.171 orbital_gap_ev=7.18
C -1.62 -0.62 -3.50 -1.42
C -1.11 -1.92 -2.94 0.42
H -1.22 -0.42 -4.49 0.44
H -1.33 0.19 -2.82 0.06
H -2.72 -0.60 -3.58 0.29
C -0.66 -2.94 -3.70 0.08
C -0.54 -2.93 -5.19 -1.44
H -0.33 -3.87 -3.22 0.38
H -0.75 -1.95 -5.63 0.34
H -1.21 -3.66 -5.65 0.28
H 0.48 -3.22 -5.48 0.29
Cd 0.29 0.54 0.69 2.05
Cl -1.18 1.95 -0.64 -0.81
C -0.17 -2.47 2.22 -0.17
O 0.72 -1.71 1.81 -0.69
N 0.04 -3.49 3.08 0.71
C 1.32 -3.70 3.74 -1.10
C -1.03 -4.36 3.52 -1.15
H -1.23 -2.35 1.91 0.39
H 1.95 -2.81 3.63 0.27
H 1.81 -4.59 3.33 0.28
H 1.12 -3.91 4.80 0.34
H -1.98 -4.12 3.02 0.33
H -1.15 -4.28 4.61 0.32
H -0.77 -5.41 3.30 0.39
H 0.74 3.48 5.57 0.33
H -1.39 4.13 4.92 0.30
C 1.19 3.42 4.58 -0.92
C -0.99 4.45 3.96 -1.00
N 0.14 3.63 3.59 0.30
H 1.67 2.44 4.43 0.23
C 0.22 3.08 2.38 0.59
O 1.14 2.30 2.01 -0.93
H -1.76 4.38 3.18 0.31
H -0.61 3.31 1.70 0.08
H 1.95 4.22 4.51 0.31
H -0.68 5.50 4.06 0.37
H 1.32 -0.27 -3.04 0.17
H 2.15 -2.77 -2.76 0.11
C 2.25 0.04 -2.54 -0.87
C 3.06 -2.30 -2.38 -0.78
N 2.74 -1.05 -1.71 0.32
H 2.06 0.91 -1.90 0.22
C 2.85 -0.92 -0.38 0.25
O 2.49 0.09 0.25 -0.76
H 3.56 -2.97 -1.68 0.30
H 3.28 -1.80 0.13 0.20
H 3.01 0.27 -3.30 0.34
H 3.72 -2.09 -3.23 0.34
O -0.04 -1.18 -0.98 -0.44
C -1.04 -1.97 -1.41 -0.28
C 0.15 -4.08 -0.55 0.43
C -1.04 -3.40 -0.79 0.12
H 1.10 -3.58 -0.77 -0.10
C 0.14 -5.38 -0.04 -0.68
H -2.00 -1.50 -1.10 0.31
C -2.25 -4.04 -0.54 -0.15
H 1.08 -5.89 0.14 0.39
C -1.07 -6.02 0.21 -0.51
C -2.27 -5.35 -0.03 -0.72
H -3.19 -3.53 -0.76 0.39
H -1.09 -7.03 0.61 0.40
H -3.22 -5.85 0.16 0.34
Si -0.39 6.14 -2.46 0.55
Cl -0.61 4.76 -4.00 -0.33
C 1.46 6.17 -2.11 -0.93
C -1.50 5.38 -1.14 -0.34
C -0.95 7.91 -2.80 -0.93
H 1.85 5.15 -2.09 0.26
H 1.69 6.66 -1.15 0.32
H 1.97 6.73 -2.91 0.27
H -0.32 8.39 -3.57 0.26
H -0.87 8.52 -1.88 0.31
H -2.00 7.95 -3.13 0.26
H -1.22 4.33 -1.00 -0.27
H -2.54 5.40 -1.49 0.30
H -1.43 5.89 -0.17 0.29
F -1.08 0.34 2.77 -0.61
B -0.63 0.11 4.16 0.57
F -1.12 1.18 4.94 -0.35
F -1.17 -1.13 4.57 -0.36
F 0.78 0.07 4.21 -0.42

=====

74
Properties=species:S:1:pos:R:3:mulliken_charge:R:1 method="wB97M-V/def2-TZVPD" lumo_energy_ev="4.42 / 4.46" charge=-2 homo_energy_ha="0.092 / 0.096" orbital_gap_ev="1.93 / 1.85"
Pb 0.36 -0.46 -0.76 2.03
Cl 0.04 0.23 -3.20 -0.69
C 2.66 -4.12 -0.29 -0.69
C 1.88 -2.10 -0.83 -0.11
N 1.54 -3.38 -0.65 0.09
H 4.73 -3.36 0.10 0.30
N 3.17 -1.98 -0.46 0.38
H 2.60 -5.19 -0.20 0.31
C 0.09 -3.91 -0.66 5.42
C 0.17 -5.40 -0.92 -3.25
C -0.56 -3.64 0.71 -1.95
H 0.65 -5.94 -0.11 0.30
H -0.84 -5.81 -1.04 0.84
H 0.70 -5.61 -1.86 0.46
H -1.53 -3.88 -2.11 0.33
H -0.12 -2.91 -2.62 0.33
H -0.48 -2.59 1.03 -0.11
C -0.73 -3.20 -1.76 -3.13
H -0.10 -4.25 1.49 0.35
H -1.63 -3.88 0.68 0.49
H -1.29 -2.33 -1.37 -0.10
C 3.68 -3.23 -0.16 -0.67
C 3.66 -0.24 1.26 -1.62
H 4.11 -0.96 1.95 0.34
H 4.11 0.74 1.46 0.40
C 3.90 -0.65 -0.20 4.24
H 4.15 1.22 -1.27 0.41
C 5.37 -0.90 -0.47 -2.58
H 5.52 -1.27 -1.49 0.42
H 2.59 -0.16 1.50 -0.07
H 2.55 1.04 -0.59 -0.08
H 5.81 -1.62 0.23 0.31
H 5.93 0.04 -0.38 0.66
C 3.35 0.47 -1.11 -3.17
H 3.01 0.11 -2.09 0.20
C -3.74 3.29 -0.57 -0.53
N -3.22 2.05 -0.16 0.47
H -2.72 5.25 -0.70 0.33
N -1.59 3.45 -0.08 0.48
H -4.78 3.44 -0.81 0.32
C -3.89 0.70 -0.31 2.29
C -5.38 0.91 -0.12 -2.22
C -3.63 0.12 -1.71 -1.71
H -5.79 1.53 -0.93 0.45
H -5.91 -0.05 -0.13 0.47
H -5.57 1.38 0.85 0.40
H -3.69 -1.21 0.70 0.46
H -3.46 0.20 1.74 0.46
H -2.56 0.09 -1.96 0.05
C -3.27 -0.20 0.74 -1.98
H -4.14 0.72 -2.48 0.34
H -4.03 -0.90 -1.79 0.36
H -2.18 -0.28 0.63 0.07
C -2.72 4.18 -0.51 -0.54
C 0.49 3.59 -1.48 -1.70
H 0.06 4.22 -2.27 0.36
H 1.58 3.79 -1.47 0.35
C -0.14 3.91 -0.12 2.24
H 1.67 3.39 0.98 0.45
C -0.12 5.41 0.10 -2.20
H -0.64 5.66 1.04 0.40
H 0.36 2.54 -1.77 0.00
H 0.48 2.05 0.86 -0.14
H -0.60 5.92 -0.74 0.44
H 0.91 5.77 0.17 0.46
C 0.60 3.14 0.98 -1.67
H 0.18 3.41 1.96 0.46
C -1.97 2.22 0.25 -0.51
B 0.02 -0.03 4.73 0.22
C 0.15 -0.24 3.20 -0.08
N 0.25 -0.38 2.03 -0.97
H 0.98 -0.56 5.29 -0.17
H -1.02 -0.57 5.12 -0.16
H -0.01 1.15 4.96 -0.16

=====

| no. | E (eV) |
| --- | --- |
| 1 | -184342.37864 |
| 2 | -86255.13808 |
| 3 | -50442.44028 |